{"formula": "C19H14BeO4PS3", "method": "ωB97M-V with the def2-TZVPD basis set", "charge": -1, "e_tot_ha": -2584.2151, "de_lowest_kj_mol": 147.9, "species": ["S", "S", "S", "P", "O", "O", "O", "O", "C", "C", "C", "C", "C", "C", "C", "C", "C", "C", "C", "C", "C", "C", "C", "C", "C", "C", "C", "Be", "H", "H", "H", "H", "H", "H", "H", "H", "H", "H", "H", "H", "H", "H"], "positions_angstrom": [[1.6658, 0.2228, 1.0414], [-0.9034, 1.3643, -3.3687], [-0.2651, -1.5752, -1.6868], [-1.3527, 0.1552, -1.9123], [4.8975, -2.2097, -1.2858], [1.7008, 0.6346, -0.5862], [2.7507, -1.7303, -1.1949], [2.8869, 1.3833, -0.9774], [-4.0576, 0.5354, -2.2803], [-3.0829, -0.4257, -2.0185], [-3.4620, -1.7488, -1.8341], [-0.8121, 2.2612, -0.1513], [5.4598, -1.3179, 1.1838], [-4.8020, -2.1080, -1.9085], [-0.7956, 2.8829, 1.0903], [-1.3516, 0.9883, -0.2826], [-5.3933, 0.1775, -2.3440], [4.9653, -0.1024, 3.1844], [3.7318, 0.2242, 2.6498], [-1.8628, 0.9631, 2.0691], [-1.8741, 0.3396, 0.8332], [3.3310, -0.2505, 1.4013], [-1.3225, 2.2375, 2.1982], [4.2058, -1.0431, 0.6416], [-5.7684, -1.1475, -2.1585], [5.8406, -0.8738, 2.4384], [3.9636, -1.6781, -0.7224], [1.5545, -0.8348, -1.1537], [-6.1435, 0.9320, -2.5458], [-0.3898, 2.7443, -1.0240], [6.1313, -1.9077, 0.5764], [-1.3043, 2.7215, 3.1672], [-3.7552, 1.5617, -2.4502], [3.0631, 0.8808, 3.1925], [-2.2711, 0.4545, 2.9337], [-2.2830, -0.6591, 0.7333], [5.2475, 0.2729, 4.1602], [-0.3558, 3.8670, 1.1895], [-5.0872, -3.1436, -1.7703], [6.8221, -1.1207, 2.8233], [-6.8130, -1.4282, -2.2150], [-2.7092, -2.4996, -1.6365]], "atomic_forces_ev_per_a": [[0.1, 0.1, 0.2], [0.0, 0.0, 0.0], [0.1, 0.0, 0.0], [0.0, 0.0, 0.1], [0.0, 0.1, 0.0], [-0.1, 0.0, 0.1], [-0.1, 0.0, 0.2], [0.0, 0.0, -0.1], [0.0, 0.0, 0.0], [0.0, 0.0, 0.0], [0.0, 0.0, 0.0], [0.0, 0.0, 0.0], [0.0, 0.0, 0.0], [0.0, 0.0, 0.0], [0.0, 0.0, 0.0], [0.0, 0.0, 0.0], [0.0, 0.0, 0.0], [0.0, 0.0, 0.0], [0.0, 0.0, 0.0], [0.0, 0.0, 0.0], [0.0, 0.0, 0.0], [-0.1, -0.1, -0.1], [0.0, 0.0, 0.0], [0.0, 0.0, 0.1], [0.0, 0.0, 0.0], [0.0, 0.0, 0.0], [0.0, -0.1, -0.1], [0.1, -0.1, -0.3], [0.0, 0.0, 0.0], [0.0, 0.0, 0.0], [0.0, 0.0, 0.0], [0.0, 0.0, 0.0], [0.0, 0.0, 0.0], [0.0, 0.0, 0.0], [0.0, 0.0, 0.0], [0.0, 0.0, 0.0], [0.0, 0.0, 0.0], [0.0, 0.0, 0.0], [0.0, 0.0, 0.0], [0.0, 0.0, 0.0], [0.0, 0.0, 0.0], [0.0, 0.0, 0.0]], "mulliken_charge": [0.14, -0.48, -0.34, 1.06, -0.68, 0.32, -0.16, -0.60, -0.58, 0.29, -0.17, -0.30, -0.60, -0.63, -0.44, 0.20, -0.65, -0.53, -0.82, -0.64, -0.34, 0.91, -0.43, 0.09, -0.36, -0.53, 0.72, -0.49, 0.36, 0.29, 0.44, 0.37, 0.33, 0.45, 0.37, 0.35, 0.35, 0.37, 0.37, 0.37, 0.35, 0.27]}

***

{"formula": "C24H51N4O3PS3Si2", "method": "ωB97M-V with the def2-TZVPD basis set", "charge": 0, "e_tot_ha": -3504.7156, "de_lowest_kj_mol": 0.0, "species": ["S", "S", "S", "P", "Si", "Si", "O", "O", "O", "N", "N", "N", "N", "C", "C", "C", "C", "C", "C", "C", "C", "C", "C", "C", "C", "C", "C", "C", "C", "C", "C", "C", "C", "C", "C", "C", "C", "H", "H", "H", "H", "H", "H", "H", "H", "H", "H", "H", "H", "H", "H", "H", "H", "H", "H", "H", "H", "H", "H", "H", "H", "H", "H", "H", "H", "H", "H", "H", "H", "H", "H", "H", "H", "H", "H", "H", "H", "H", "H", "H", "H", "H", "H", "H", "H", "H", "H", "H"], "positions_angstrom": [[2.1555, -3.8878, -4.2130], [-0.5184, -2.7843, -4.4270], [2.3665, -0.9919, 3.9135], [-2.7797, -2.2080, -0.4154], [0.3301, 5.9002, 3.1806], [0.2052, 3.0245, 2.4688], [-1.6933, -2.1591, -1.4136], [-3.9829, -3.1779, -0.7841], [-3.4435, -0.7623, -0.3275], [0.6120, 4.6061, 2.1354], [2.5724, -2.5450, 0.3960], [2.8899, -1.8705, 1.4965], [1.5797, -1.1519, -4.0521], [1.9554, -1.8343, 2.3995], [2.4667, -4.6587, -1.5442], [-3.9354, -3.7036, -2.1374], [-0.1925, 0.5361, -4.8592], [-1.6542, 2.7545, 2.7128], [1.2420, 5.7437, 4.8336], [3.1252, -3.8244, -2.6779], [0.9610, 7.4879, 2.3702], [2.0232, 0.7349, -2.4440], [-2.3976, 1.3244, -1.1120], [0.7236, 1.9386, 0.9915], [1.2102, -3.9016, -1.0568], [-2.4907, 0.2801, -0.0079], [1.1460, -0.2067, -5.1061], [1.3889, -0.6387, -2.6883], [-3.0829, -4.9784, -2.1601], [-1.5062, 6.1808, 3.5495], [1.0843, 2.3040, 3.9767], [-2.1503, -2.7180, 1.2349], [-0.9780, -3.7066, 0.9340], [0.6475, -2.3763, 2.3322], [1.0548, -2.4447, -4.2206], [1.4139, -3.1264, 0.2393], [0.3580, -3.0692, 1.1754], [0.7916, 8.3469, 3.0296], [-1.9094, 5.4131, 4.2138], [-1.8932, 1.6834, 2.7176], [-2.0877, 6.1845, 2.6255], [3.2536, -2.7716, -2.4073], [1.8024, 2.0085, 0.8313], [1.2301, 1.4864, -2.5159], [1.9250, 0.5604, -5.1521], [-0.0792, -2.2707, 3.1269], [2.2219, -5.6529, -1.9192], [-0.8253, 0.0850, -4.0971], [0.3286, -0.6529, -2.3893], [0.8289, -3.1789, -1.7857], [-1.6235, 1.0432, -1.8348], [-4.9580, -4.0091, -2.3716], [-1.4987, -0.1086, 0.2450], [0.9424, 1.2193, 3.9800], [-0.7695, 0.4815, -5.7903], [2.0326, 7.4200, 2.1709], [3.7082, -1.0967, 4.0085], [-2.1065, 2.2992, -0.7139], [-1.1235, -3.9947, -0.1042], [0.4397, 7.6748, 1.4292], [0.7965, 4.9786, 5.4733], [-2.0186, -4.7361, -2.1945], [2.2919, 5.4944, 4.6682], [0.6853, 2.7035, 4.9102], [-2.9537, -3.2971, 1.6978], [-1.0763, -4.6260, 1.5201], [0.2134, 2.2570, 0.0802], [-1.8607, -1.8467, 1.8182], [2.4169, 0.8443, -1.4324], [1.1589, -0.7190, -6.0672], [-0.0520, 1.6043, -4.6812], [-3.3618, 1.4539, -1.6081], [4.1071, -4.2689, -2.8667], [0.4710, 0.8793, 1.1747], [1.2039, 6.6908, 5.3846], [-1.9985, 3.1632, 3.6633], [-3.3316, -5.5262, -1.2449], [-2.8712, 0.7922, 0.8766], [2.1569, 2.5049, 3.9408], [-3.6330, -2.9678, -2.8814], [1.8787, -1.3502, -2.0085], [0.4166, -4.6323, -0.9252], [3.2822, -2.5935, -0.3272], [-3.3801, -5.6107, -2.9996], [2.7951, 1.0031, -3.1669], [-1.6559, 7.1474, 4.0448], [3.2021, -4.8250, -0.7448], [-2.2206, 3.2230, 1.9056]], "atomic_forces_ev_per_a": [[-0.1, 0.2, 0.0], [0.1, 0.0, -0.4], [-0.5, -0.1, 0.3], [0.0, 1.6, -0.5], [0.4, -0.7, -1.1], [0.5, 1.6, -0.5], [0.6, -0.7, 0.0], [0.6, 0.4, 0.0], [0.1, -0.9, 0.5], [-0.3, -0.3, 0.6], [-0.7, 0.3, 1.2], [0.4, -0.1, -0.6], [0.2, 0.0, -0.4], [0.8, 1.0, 2.3], [0.1, 1.2, -0.6], [-0.5, -1.3, -0.4], [-0.2, -0.2, -1.0], [0.0, -0.7, 0.0], [-0.2, 0.4, 0.2], [0.3, -0.5, 0.3], [-0.1, 0.2, 0.4], [-0.7, 0.4, -0.2], [0.4, -0.2, -0.3], [-0.2, -0.5, 0.2], [0.3, -0.5, 0.6], [-0.2, 1.4, 0.4], [0.0, 0.8, 0.6], [0.6, -0.3, 0.7], [-0.4, 0.5, 0.2], [0.1, 0.3, 0.3], [-0.2, -0.5, 0.0], [-0.4, -0.9, -0.9], [-0.6, 0.3, 0.1], [0.3, -0.5, -1.5], [-0.4, -0.4, 0.7], [-1.0, -1.8, -2.5], [0.3, 0.7, 0.8], [0.0, 0.1, -0.1], [0.0, 0.0, 0.0], [-0.1, -0.1, 0.1], [0.0, -0.1, 0.0], [0.2, -0.1, -0.1], [0.0, 0.1, 0.0], [0.2, 0.1, -0.1], [0.0, -0.2, -0.1], [0.2, 0.1, 0.1], [-0.2, 0.2, -0.1], [0.2, 0.1, 0.1], [0.1, 0.1, -0.2], [0.0, -0.2, -0.1], [-0.3, 0.0, -0.1], [0.0, 0.3, 0.2], [-0.1, -0.1, -0.2], [0.0, 0.0, 0.2], [-0.1, 0.0, 0.2], [0.0, 0.0, 0.0], [-0.2, -0.2, -0.7], [0.0, -0.2, 0.2], [0.4, -0.1, 0.1], [0.0, 0.0, 0.0], [0.0, -0.1, 0.0], [-0.1, -0.2, -0.1], [0.0, 0.0, 0.0], [0.0, 0.0, 0.0], [0.0, 0.4, 0.3], [0.1, 0.2, 0.2], [0.0, 0.0, 0.0], [-0.2, -0.1, 0.1], [0.0, -0.2, -0.1], [-0.1, -0.1, 0.2], [0.1, -0.2, 0.3], [0.1, -0.1, 0.0], [-0.1, 0.3, -0.3], [0.1, 0.0, -0.1], [0.0, 0.0, 0.1], [0.0, 0.1, 0.0], [0.2, -0.1, -0.1], [-0.1, -0.3, 0.1], [0.0, 0.0, 0.0], [0.2, 0.1, 0.3], [-0.1, 0.0, -0.2], [0.0, 0.2, 0.1], [0.0, 0.0, 0.1], [0.3, 0.1, -0.1], [0.0, -0.2, 0.1], [-0.1, 0.0, 0.0], [-0.2, 0.1, 0.0], [0.0, 0.1, 0.0]], "mulliken_charge": [-0.15, -0.08, -0.18, 0.24, 0.12, -0.06, -0.06, -0.49, -0.46, -0.16, 0.88, -1.39, 0.03, 0.31, -1.27, -0.18, -0.62, -0.95, -1.05, -0.57, -1.03, -1.54, -1.38, -0.23, 0.32, 0.57, -0.82, 1.29, -0.83, -1.06, -0.64, -0.74, -0.60, -0.25, 0.04, 0.33, 0.49, 0.27, 0.31, 0.22, 0.25, 0.29, 0.31, 0.30, 0.35, 0.61, 0.41, 0.03, -0.15, -0.45, 0.10, 0.38, -0.18, -0.10, 0.34, 0.26, 0.19, 0.33, -0.44, 0.25, 0.31, -0.02, 0.25, 0.34, 0.46, 0.56, 0.09, 0.38, 0.32, 0.57, 0.31, 0.40, 0.42, -0.37, 0.35, 0.37, 0.33, 0.35, 0.30, 0.22, -0.54, 0.56, 0.36, 0.42, 0.43, 0.36, 0.45, 0.31]}

***

{"formula": "C37H49Cl3N3O4STi", "method": "ωB97M-V with the def2-TZVPD basis set", "charge": 1, "e_tot_ha": -4532.5501, "de_lowest_kj_mol": 3.7, "species": ["Ti", "Cl", "Cl", "Cl", "S", "O", "O", "O", "O", "N", "N", "N", "C", "C", "C", "C", "C", "C", "C", "C", "C", "C", "C", "C", "C", "C", "C", "C", "C", "C", "C", "C", "C", "C", "C", "C", "C", "C", "C", "C", "C", "C", "C", "C", "C", "C", "C", "C", "C", "H", "H", "H", "H", "H", "H", "H", "H", "H", "H", "H", "H", "H", "H", "H", "H", "H", "H", "H", "H", "H", "H", "H", "H", "H", "H", "H", "H", "H", "H", "H", "H", "H", "H", "H", "H", "H", "H", "H", "H", "H", "H", "H", "H", "H", "H", "H", "H", "H"], "positions_angstrom": [[-0.0909, -0.9374, 0.4032], [-3.8606, 8.3859, -1.2588], [-2.2680, 7.1411, -3.3949], [-0.8316, 8.3360, -1.1994], [-2.4363, 0.4054, -1.1823], [1.0448, -0.8406, -5.1872], [0.3746, 0.2775, -1.0942], [-0.9176, -2.6204, 0.7097], [-2.0245, -0.4993, 0.0550], [-2.2310, 5.2288, -0.4086], [0.7952, -1.4092, -2.5463], [0.5344, -2.1699, -1.3939], [0.6990, 0.3981, -4.7566], [-2.2182, 0.4478, 3.5042], [3.6811, -1.2381, -0.4487], [3.4098, -2.6515, 1.6656], [-2.2859, 6.2066, -0.9958], [0.3999, 0.7829, -3.4445], [-3.7315, -0.3301, -3.5406], [2.0007, -0.6467, 1.4879], [-3.8005, 1.4721, -0.5885], [-0.8574, -4.7863, 1.5742], [0.2180, 0.7906, 1.9635], [0.2845, -4.3507, -0.4669], [-3.3683, -0.8764, -2.1418], [-0.0045, -0.3782, 2.6407], [0.3656, -6.5522, 0.4727], [-0.0969, 3.0203, -4.1559], [-0.2828, -0.1902, 4.9867], [3.1820, 1.9427, -0.3999], [-0.5031, -6.1316, 1.5044], [2.1580, 2.0086, 0.7881], [0.5613, -0.1339, -2.2609], [0.0090, 2.1261, -3.1714], [0.1611, 2.6492, -5.4994], [0.5615, -3.4335, -1.5185], [1.4982, 0.6717, 1.3328], [0.5319, 1.3470, -5.7310], [-2.3626, 7.4916, -1.6927], [1.0471, 3.0090, 0.3957], [-0.4664, -3.8664, 0.6165], [2.9536, 2.5461, 2.0723], [4.5710, -0.4833, 1.8538], [-1.0555, -0.5449, 3.7514], [-4.7715, 0.8330, 0.3840], [-1.7498, -1.8797, 3.8251], [0.6848, -5.6840, -0.4911], [3.4145, -1.1765, 1.1121], [1.0559, -1.2419, 2.3734], [1.2969, -1.4254, -4.4518], [5.5183, -1.0360, 1.7367], [2.3622, 2.7198, 2.9010], [-4.6057, -0.8564, -4.0277], [4.1813, 1.5397, -0.1219], [-0.1830, 2.3753, -2.1131], [-3.1267, 0.1896, 4.1915], [-4.1826, 0.3163, 1.1249], [-1.5010, -4.4676, 2.3262], [-3.1652, 2.3348, -0.2630], [-1.0892, -2.7755, 3.7286], [0.4740, -0.9428, 5.2755], [3.4379, 3.0062, -0.5783], [-1.0387, -0.1285, 5.7971], [4.3630, -0.4237, 2.9108], [0.8337, -3.9853, -2.4522], [-5.4279, 0.1298, -0.1385], [0.7079, -7.5194, 0.4512], [-4.2138, -1.1514, -1.5295], [-4.0894, 0.6816, -3.4633], [3.3247, 3.5474, 1.7245], [0.5516, 3.3151, 1.2654], [3.7378, -0.2768, -0.9419], [4.6929, 0.4747, 1.4477], [2.7887, 1.3827, -1.2263], [0.2291, 0.8200, 4.9777], [3.3528, -2.6588, 2.7615], [0.7960, 1.0426, -6.7475], [4.2985, -3.2119, 1.3710], [1.1490, -6.0956, -1.3575], [-2.0028, 1.5081, 3.7548], [-2.4293, -1.9503, 2.9517], [0.4074, 2.5908, -0.3906], [-4.3437, 1.7543, -1.4923], [-5.4218, 1.5976, 0.7237], [-0.8186, -6.8502, 2.2387], [-0.5428, 4.0066, -4.0204], [-0.4637, 1.6462, 1.9651], [-2.4816, 0.4026, 2.4482], [3.7421, 1.9034, 2.3153], [1.6237, 3.8150, 0.0631], [-2.6538, -1.7611, -2.1712], [1.1132, -2.2339, 2.7076], [4.5588, -1.8535, -0.7030], [0.1124, 3.3320, -6.3751], [2.6565, -3.3059, 1.2646], [-2.4095, -1.9334, 4.7087], [2.8004, -1.7346, -0.8062], [-2.9024, -0.3190, -4.2645]], "atomic_forces_ev_per_a": [[-0.4, -0.8, -0.8], [1.0, -0.4, -0.2], [-0.2, 0.1, -0.7], [-0.9, 0.1, -0.1], [-1.1, -1.6, 0.1], [0.2, 0.4, 0.1], [-0.7, 0.8, 2.4], [0.9, 0.3, 0.1], [0.1, 1.6, -0.6], [0.0, -0.7, 0.2], [-0.6, 0.4, 0.6], [0.4, 1.5, 0.1], [-0.5, -0.9, 0.9], [-1.0, 0.5, 1.5], [-0.4, -0.3, 1.4], [0.8, 0.2, -0.3], [-0.5, 0.6, 0.2], [0.8, 0.1, 1.5], [-0.7, -0.7, -0.4], [0.7, 1.3, 0.3], [1.0, 0.2, -0.5], [0.2, -1.7, -0.3], [0.7, 1.1, -1.1], [-0.4, 1.1, 0.9], [1.4, -0.3, -0.7], [-1.3, -1.6, 1.6], [-1.8, 1.0, 2.1], [-1.1, 2.1, -2.5], [0.1, 0.8, 2.0], [0.6, 0.6, 1.9], [1.0, 0.8, -0.6], [0.3, -1.5, 1.1], [0.3, -1.7, -4.0], [0.5, -2.0, 1.7], [0.1, -0.2, 0.3], [0.8, -1.9, -1.2], [0.4, 2.4, -1.4], [0.5, 0.7, -2.2], [0.6, 0.2, 0.6], [1.2, -1.9, -0.3], [-0.1, -0.6, 0.1], [-0.4, 1.6, -3.9], [-0.4, -1.1, -0.1], [-0.1, 1.0, -1.3], [0.8, -0.6, -1.1], [-0.2, -1.4, -0.8], [0.0, 0.7, -1.4], [0.0, -2.0, -0.1], [0.2, -0.5, -0.6], [-0.4, 0.2, 0.3], [-0.5, 0.1, -0.1], [-1.5, 0.2, 1.7], [1.1, 0.1, 0.7], [-0.9, -0.1, 0.0], [0.0, 0.0, -0.9], [1.5, 0.3, -1.4], [-0.4, 0.0, 0.7], [-1.0, 0.6, 1.2], [-1.1, -0.4, 0.2], [-0.3, 0.7, 0.5], [-0.4, 0.2, -0.2], [-0.4, -0.6, -0.6], [0.6, -0.1, -0.1], [-0.1, 0.1, 0.4], [-0.1, 1.2, 0.2], [0.3, -0.1, 0.1], [0.6, -2.2, -0.2], [-0.3, -0.1, 0.1], [-0.1, 0.6, 0.1], [0.1, -0.8, 0.6], [-1.2, 0.5, 1.0], [0.2, -0.1, 0.2], [0.5, 1.4, -0.3], [-0.2, 0.3, -0.7], [-0.6, -1.1, -0.4], [0.0, 0.0, -0.3], [-0.2, 0.0, 0.3], [0.4, 0.5, 0.1], [0.7, 0.2, -0.6], [0.2, -0.6, -0.2], [0.3, 0.0, 0.3], [0.1, 0.4, 0.5], [0.3, 0.2, -0.2], [-0.4, 0.7, 0.9], [-0.2, 0.0, 0.3], [0.5, -0.1, 0.4], [0.6, -0.3, -0.1], [-0.4, -0.1, 0.1], [1.2, -0.7, 0.3], [0.3, 1.6, -0.9], [-0.8, 1.1, 0.0], [0.0, -1.2, 0.5], [-0.2, 0.3, 0.3], [-0.1, -0.4, 1.0], [-1.0, 0.1, -0.2], [0.6, -0.1, -0.2], [-0.2, -0.4, -0.7], [-0.1, -0.2, 0.5]], "mulliken_charge": [-1.59, -0.08, -0.09, -0.10, 0.88, -0.65, 0.76, 0.19, -0.37, -0.33, -1.10, 1.09, 0.23, -1.44, -1.22, -1.99, -0.05, 0.75, -1.10, 0.80, -0.49, -0.50, -1.01, 0.68, -0.59, 0.81, -0.86, -1.40, -1.66, -1.63, -0.81, 2.68, 0.43, -0.01, -0.61, -0.66, 0.42, -0.50, 0.64, -3.25, 0.45, -1.66, -1.77, 1.71, -0.99, -1.39, -1.09, 1.71, -0.82, 0.44, 0.47, 0.35, 0.37, 0.24, 0.32, 0.39, 0.09, 0.57, 0.29, 0.14, 0.33, 0.67, 0.45, 0.35, 0.26, 0.35, 0.55, 0.64, 0.28, 0.47, 0.36, 0.06, 0.30, 0.04, 0.27, 0.39, 0.44, 0.43, 0.45, 0.32, 0.24, 0.52, 0.60, 0.43, 0.46, 0.48, 0.39, -0.12, 0.33, 0.90, 0.15, 0.94, 0.56, 0.36, 0.34, 0.52, 0.14, 0.30]}